No. 1
C29H20ClF3N2O4PRbS6 | ωB97M-V with the def2-TZVPD basis set

The charge is -2. The value obtained for the energy is -137204.2857 eV. The calculation puts the HOMO energy at -0.8 eV. The value obtained for the relative energy (zero: lowest compared OMol25 entry of this formula, charge and spin) is 94.3 kJ/mol.

Geometry as XYZ:
```
67
C29H20ClF3N2O4PRbS6 (ωB97M-V with the def2-TZVPD basis set)
Rb 1.42 -0.31 -0.93
Cl 0.59 0.09 1.93
C -0.99 -0.18 2.64
C -1.04 -0.24 4.03
C -2.26 -0.48 4.65
C -3.40 -0.66 3.89
C -3.33 -0.60 2.51
C -2.12 -0.35 1.85
P -1.97 -0.31 0.03
C -2.04 1.50 -0.28
C -2.11 2.48 0.70
C -2.09 3.83 0.36
C -2.02 4.21 -0.96
C -1.97 3.24 -1.96
C -1.96 1.90 -1.61
C -3.61 -0.84 -0.55
C -4.71 0.01 -0.70
C -5.91 -0.49 -1.18
C -6.02 -1.84 -1.51
C -4.93 -2.68 -1.37
C -3.72 -2.18 -0.90
H -0.13 -0.11 4.60
H -2.30 -0.53 5.73
H -4.35 -0.86 4.37
H -4.22 -0.75 1.92
H -2.16 2.19 1.75
H -2.11 4.58 1.14
H -1.99 5.26 -1.23
H -1.88 3.52 -2.99
H -1.88 1.16 -2.40
H -4.62 1.06 -0.46
H -6.76 0.17 -1.31
H -6.96 -2.23 -1.89
H -5.00 -3.73 -1.63
H -2.86 -2.84 -0.81
O -0.79 -7.41 -3.59
C -0.22 -6.46 -3.09
S -0.63 -5.76 -1.53
C 0.52 -4.44 -1.51
C 1.31 -4.32 -2.59
S 2.57 -3.14 -3.00
S 1.06 -5.52 -3.84
S 0.41 -3.46 -0.02
N 3.73 -2.78 0.11
C 4.24 -1.59 0.46
N 3.67 -0.74 1.27
C 4.50 0.36 1.47
C 4.18 1.45 2.27
C 5.06 2.51 2.34
C 6.25 2.51 1.62
C 6.58 1.43 0.82
C 5.70 0.36 0.75
S 5.80 -1.10 -0.18
H 2.75 -2.97 0.35
H 3.90 -3.11 -0.84
H 3.24 1.46 2.80
H 4.80 3.37 2.94
H 6.92 3.36 1.67
H 7.49 1.43 0.24
F 1.25 1.82 -3.23
C 2.05 2.84 -2.84
F 3.07 2.92 -3.70
F 1.34 3.98 -2.94
S 2.61 2.56 -1.13
O 3.43 1.38 -1.30
O 3.28 3.78 -0.78
O 1.36 2.30 -0.43
```

=====

No. 2
C29H20IN2P2RuS4 | ωB97M-V with the def2-TZVPD basis set

The charge is -2. As for the multiplicity: 6. The value obtained for the energy is -105982.0580 eV. The calculation puts the HOMO energy (alpha / beta) at -1.7 / -2.1 eV. The value obtained for the relative energy (zero: lowest compared OMol25 entry of this formula, charge and spin) is 43.5 kJ/mol.

Geometry as XYZ:
```
59
C29H20IN2P2RuS4 (ωB97M-V with the def2-TZVPD basis set)
Ru -2.37 -1.65 -0.11
S -0.75 -2.85 1.97
P -0.28 -0.97 1.49
C -0.54 -0.53 -0.18
P 0.80 -0.75 -1.26
S 1.60 -2.49 -1.70
C 2.11 0.46 -0.79
C 3.43 0.07 -0.60
C 4.39 1.01 -0.23
C 4.03 2.33 -0.04
C 2.71 2.73 -0.23
C 1.76 1.80 -0.60
C 0.28 0.15 -2.78
C -0.86 0.94 -2.82
C -1.11 1.75 -3.92
C -0.21 1.79 -4.97
C 0.92 0.98 -4.95
C 1.16 0.16 -3.86
C 1.37 -0.70 2.26
C 1.73 0.52 2.83
C 2.98 0.67 3.41
C 3.88 -0.39 3.42
C 3.52 -1.60 2.84
C 2.28 -1.75 2.26
C -1.30 0.22 2.45
C -1.55 -0.03 3.79
C -2.35 0.83 4.52
C -2.91 1.94 3.92
C -2.66 2.20 2.57
C -1.85 1.34 1.84
H 3.68 -0.97 -0.76
H 5.41 0.69 -0.09
H 4.78 3.06 0.27
H 2.43 3.77 -0.09
H 0.72 2.10 -0.74
H -1.56 0.91 -1.99
H -2.00 2.37 -3.94
H -0.38 2.45 -5.81
H 1.62 0.99 -5.78
H 2.04 -0.48 -3.82
H 1.03 1.34 2.83
H 3.26 1.61 3.87
H 4.86 -0.27 3.87
H 4.23 -2.42 2.85
H 1.98 -2.69 1.82
H -1.14 -0.93 4.24
H -2.55 0.63 5.57
H -3.56 2.61 4.48
H -3.12 3.06 2.09
H -1.67 1.52 0.79
S -3.39 -1.00 -2.39
C -4.26 -2.47 -2.69
C -5.32 -2.38 -3.63
N -6.16 -2.27 -4.41
C -3.94 -3.68 -2.13
S -2.65 -3.94 -1.00
C -4.68 -4.84 -2.49
N -5.27 -5.80 -2.75
I -4.59 -1.17 1.28
```

=====

No. 3
C29H21BCl3N7O2Sn | ωB97M-V with the def2-TZVPD basis set

The charge is +2. The value obtained for the energy is -88998.0790 eV. The calculation puts the HOMO energy (alpha / beta) at -13.7 / -13.6 eV. The value obtained for the relative energy (zero: lowest compared OMol25 entry of this formula, charge and spin) is 63.3 kJ/mol.

Geometry as XYZ:
```
64
C29H21BCl3N7O2Sn (ωB97M-V with the def2-TZVPD basis set)
Sn 0.28 0.12 -0.48
O -1.65 -4.82 5.52
C -2.19 -3.83 5.80
O -2.73 -2.83 6.07
C -2.12 -2.90 3.00
C -1.24 -3.54 2.19
C -0.84 -2.77 1.07
N -1.29 -1.54 0.90
C -2.16 -0.97 1.72
C -2.64 -1.66 2.85
C -2.64 0.38 1.35
C -3.55 1.10 2.11
C -3.99 2.33 1.63
C -3.54 2.79 0.41
C -2.62 2.01 -0.28
N -2.18 0.84 0.19
C 0.06 -3.31 0.03
C 0.42 -4.65 -0.04
C 1.22 -5.08 -1.08
C 1.64 -4.17 -2.04
C 1.25 -2.85 -1.88
N 0.48 -2.43 -0.88
H -0.87 -4.53 2.36
H -3.35 -1.22 3.53
H -3.91 0.74 3.06
H -4.69 2.91 2.21
H -3.89 3.72 -0.01
H -2.23 2.32 -1.24
H 0.08 -5.36 0.70
H 1.51 -6.12 -1.16
H 2.25 -4.47 -2.87
H 1.57 -2.09 -2.58
C 1.37 4.66 -0.28
C 1.58 5.03 -1.60
C 1.42 4.08 -2.60
C 1.05 2.79 -2.27
N 0.87 2.44 -0.99
C 1.03 3.34 -0.02
C 0.74 1.75 -3.27
C 0.99 1.91 -4.63
C 0.55 0.94 -5.52
C -0.13 -0.17 -5.04
C -0.29 -0.28 -3.68
N 0.14 0.64 -2.82
H 1.47 5.37 0.52
H 1.85 6.05 -1.85
H 1.58 4.37 -3.63
H 0.89 2.98 0.99
H 1.51 2.78 -5.00
H 0.73 1.07 -6.58
H -0.51 -0.93 -5.70
H -0.81 -1.13 -3.24
Cl 1.19 1.21 5.79
C 0.26 2.06 4.55
Cl -1.43 2.25 5.06
Cl 0.98 3.64 4.19
C 0.26 1.30 3.32
N 0.23 0.72 2.32
B 4.76 -1.40 0.12
C 3.49 -0.71 -0.35
N 2.47 -0.24 -0.68
H 4.75 -1.29 1.32
H 5.78 -0.85 -0.21
H 4.78 -2.50 -0.37
```